Entry 1:
C17H12IN5O3W as an isolated structure. Source: OMol25; level of theory: ωB97M-V/def2-TZVPD.

Its expectation value of S² is 2.032. As for the spin multiplicity: 3. The HOMO-LUMO gap (alpha / beta) is 6.16 / 5.12 eV. As for the net charge: +2. The calculation puts the largest force on an atom at 0.0194 hartree/bohr. The value obtained for the energy above the lowest of the compared OMol25 structures with the same formula, charge and spin is 8.3 kJ/mol. The energy comes out at -1518.5747 a.u. For the lowest unoccupied orbital energy (alpha / beta), the calculation gives -8.542 / -10.096 eV.

Atoms and positions in Å:
W -0.362 -1.149 1.361
I 1.334 -1.022 3.317
O -1.224 -2.795 1.823
O 0.512 3.056 -2.603
O 1.191 -1.333 0.051
N -1.748 -1.526 -0.327
N 3.406 -0.789 -2.665
N -4.771 -5.179 -0.106
N -2.189 -3.687 1.621
N -0.203 0.827 0.545
C -2.399 0.492 3.286
C 1.829 2.616 -2.851
C 3.307 -2.664 -1.136
C -3.915 -4.474 0.183
C -1.529 0.324 2.207
C -2.856 1.783 3.508
C 1.742 -0.676 -0.899
C 3.018 0.421 -3.010
C -2.870 -3.572 0.524
C 0.424 1.381 -0.426
C -2.454 -2.437 -0.271
C 2.041 1.225 -2.326
C -1.541 2.719 1.676
C -2.437 2.870 2.727
C 2.826 -1.354 -1.615
C 1.388 0.661 -1.245
C -1.130 1.419 1.453
H -2.815 3.855 2.962
H 3.480 0.845 -3.896
H -3.547 1.971 4.319
H 3.947 -3.119 -1.886
H 2.491 -3.329 -0.857
H 2.557 3.269 -2.344
H 2.080 2.643 -3.912
H 0.185 3.554 -3.360
H 0.257 2.434 -0.624
H -1.208 3.569 1.097
H 3.896 -2.506 -0.223
H -2.713 -0.323 3.923

=====

Entry 2:
An isolated ion of composition C5H7F3N3S and charge +1 in a non-equilibrium geometry. Source: OMol25; level of theory: ωB97M-V/def2-TZVPD.

As for the spin multiplicity: 1. The HOMO-LUMO gap (alpha / beta) is 7.30 / 7.30 eV. As for the net charge: +1. The calculation puts the largest force on an atom at 0.1456 hartree/bohr. The value obtained for the energy above the lowest of the compared OMol25 structures with the same formula, charge and spin is 61.8 kJ/mol. The energy comes out at -1056.4376 a.u. For the lowest unoccupied orbital energy (alpha / beta), the calculation gives -5.581 / -5.581 eV. Its SMILES is Cn1c(C(F)(F)F)[n+](C)[nH]c1=S.

Atoms and positions in Å:
S -3.221 -1.251 0.281
F 2.072 -1.625 0.524
F 2.643 0.485 0.334
F 2.243 -0.593 -1.457
N -0.611 -0.952 0.086
N -0.196 1.249 -0.294
N -1.530 1.049 -0.021
C -1.839 -0.280 0.131
C -0.457 -2.339 0.292
C 0.419 -0.146 -0.096
C 0.443 2.517 -0.243
C 1.846 -0.489 -0.144
H 0.414 -2.716 -0.092
H -2.219 1.786 -0.048
H -1.378 -2.855 -0.009
H 1.377 2.557 0.372
H -0.133 3.268 0.284
H 0.589 2.817 -1.194
H -0.463 -2.483 1.294

=====

Entry 3:
A 14-piece molecular cluster, C24H76N4O14 overall in a non-equilibrium geometry. Source: OMol25; level of theory: ωB97M-V/def2-TZVPD.

As for the spin multiplicity: 1. The HOMO-LUMO gap is 8.93 eV. The calculation puts the largest force on an atom at 0.1504 hartree/bohr. The value obtained for the energy above the lowest of the compared OMol25 structures with the same formula, charge and spin is 428.7 kJ/mol. The energy comes out at -2232.1327 a.u. For the lowest unoccupied orbital energy, the calculation gives 0.003 eV.

Atoms and positions in Å:
O -6.693 -7.911 -25.291
O -0.840 -5.234 -24.226
O -2.868 -9.946 -23.327
O -5.894 -7.452 -29.164
O -4.725 -4.445 -23.691
O -4.363 -4.983 -28.111
O 2.175 -8.504 -27.089
O -0.208 -9.360 -22.968
O -3.772 -10.134 -27.049
O -2.662 -6.747 -23.013
O -4.074 -6.655 -26.113
O 1.265 -2.039 -29.860
O -1.829 -6.440 -30.570
O -0.070 -9.799 -29.591
N -4.653 -8.481 -23.238
N -5.120 -10.462 -23.716
N -6.103 -10.862 -26.759
N -4.636 -12.361 -27.273
C -2.690 -7.062 -26.143
C 1.493 -3.250 -29.242
C 0.206 -8.584 -24.111
C -4.818 -11.078 -27.068
C -2.802 -6.044 -31.459
C -2.307 -4.946 -32.313
C -1.413 -9.856 -29.860
C -7.064 -6.845 -24.479
C -5.675 -9.637 -30.062
C -8.062 -7.209 -23.462
C -1.640 -10.740 -31.048
C -2.489 -7.596 -20.753
C -5.209 -3.802 -24.890
C -6.578 -3.230 -24.687
C 1.190 -7.586 -27.478
C 0.285 -4.280 -29.360
C 1.369 -6.348 -26.696
C -2.219 -7.353 -27.521
C -4.164 -9.655 -23.503
C -4.987 -8.390 -29.722
C -1.584 -3.331 -25.521
C -1.074 -3.904 -24.173
C -3.185 -4.247 -28.408
C -2.174 -6.465 -21.747
H 0.377 -8.187 -27.079
H -2.559 -10.340 -31.544
H -1.353 -6.676 -27.698
H -0.587 -3.877 -28.824
H 1.153 -7.578 -28.556
H -5.343 -6.734 -28.749
H -1.796 -8.840 -29.941
H -6.393 -9.954 -26.704
H -7.385 -6.042 -25.140
H 0.312 -7.502 -23.768
H -4.333 -7.933 -30.502
H -5.138 -10.243 -30.667
H -0.147 -3.394 -23.815
H -7.609 -7.931 -22.789
H 2.194 -5.755 -26.899
H -0.168 -4.516 -30.379
H -3.027 -4.875 -33.106
H -7.010 -3.172 -25.687
H -1.928 -8.383 -27.572
H -3.547 -7.730 -20.760
H 2.027 -9.362 -27.489
H -6.142 -6.455 -24.087
H -6.806 -11.596 -26.695
H -2.381 -3.911 -25.952
H -2.124 -7.307 -19.763
H -1.822 -3.678 -23.342
H -1.112 -6.387 -22.032
H -3.985 -7.746 -22.928
H -1.154 -9.524 -22.943
H -2.423 -5.466 -21.457
H -8.526 -6.336 -22.951
H -3.001 -6.861 -32.160
H -2.269 -4.818 -28.351
H -2.652 -7.908 -25.387
H -1.736 -11.784 -30.666
H -4.358 -8.637 -28.822
H -2.047 -10.244 -29.048
H -7.207 -3.820 -24.020
H 2.496 -3.608 -29.614
H -4.865 -11.419 -23.969
H 2.105 -1.513 -29.708
H 0.155 -5.321 -24.204
H -7.290 -8.097 -25.984
H -5.373 -4.541 -25.704
H -2.298 -4.067 -31.710
H -1.293 -5.141 -32.733
H -2.125 -6.301 -25.727
H -3.154 -3.317 -27.756
H -2.884 -7.172 -28.371
H -4.265 -5.442 -27.262
H -6.381 -2.293 -24.268
H -0.776 -3.303 -26.274
H -1.025 -6.861 -30.923
H 0.538 -5.598 -26.840
H 1.761 -3.066 -28.213
H -4.040 -5.082 -23.953
H -0.503 -8.585 -24.990
H -6.053 -10.140 -23.930
H 0.204 -10.589 -29.162
H -5.595 -8.225 -23.596
H -0.715 -10.625 -31.595
H -5.378 -13.039 -27.543
H -2.046 -6.419 -23.676
H -3.700 -12.583 -27.580
H -3.749 -5.812 -30.977
H -1.999 -8.500 -21.010
H -6.583 -9.510 -30.623
H 1.139 -9.004 -24.384
H 0.478 -5.184 -28.964
H -6.069 -10.272 -29.237
H -4.537 -7.481 -25.915
H -4.427 -3.068 -25.136
H -8.882 -7.688 -23.925
H -3.164 -3.955 -29.456
H -1.838 -2.318 -25.418
H 1.588 -6.500 -25.670

=====

> Among the records above, which one has the highest energy above the lowest of the compared OMol25 structures with the same formula, charge and spin?

C24H76N4O14

=====

Copy entry 2 word for word.
An isolated ion of composition C5H7F3N3S and charge +1 in a non-equilibrium geometry. Source: OMol25; level of theory: ωB97M-V/def2-TZVPD.

As for the spin multiplicity: 1. The HOMO-LUMO gap (alpha / beta) is 7.30 / 7.30 eV. As for the net charge: +1. The calculation puts the largest force on an atom at 0.1456 hartree/bohr. The value obtained for the energy above the lowest of the compared OMol25 structures with the same formula, charge and spin is 61.8 kJ/mol. The energy comes out at -1056.4376 a.u. For the lowest unoccupied orbital energy (alpha / beta), the calculation gives -5.581 / -5.581 eV. Its SMILES is Cn1c(C(F)(F)F)[n+](C)[nH]c1=S.

Atoms and positions in Å:
S -3.221 -1.251 0.281
F 2.072 -1.625 0.524
F 2.643 0.485 0.334
F 2.243 -0.593 -1.457
N -0.611 -0.952 0.086
N -0.196 1.249 -0.294
N -1.530 1.049 -0.021
C -1.839 -0.280 0.131
C -0.457 -2.339 0.292
C 0.419 -0.146 -0.096
C 0.443 2.517 -0.243
C 1.846 -0.489 -0.144
H 0.414 -2.716 -0.092
H -2.219 1.786 -0.048
H -1.378 -2.855 -0.009
H 1.377 2.557 0.372
H -0.133 3.268 0.284
H 0.589 2.817 -1.194
H -0.463 -2.483 1.294

=====

> The highest largest force on an atom belongs to which entry?

C24H76N4O14

=====

Copy entry 1 word for word.
C17H12IN5O3W as an isolated structure. Source: OMol25; level of theory: ωB97M-V/def2-TZVPD.

Its expectation value of S² is 2.032. As for the spin multiplicity: 3. The HOMO-LUMO gap (alpha / beta) is 6.16 / 5.12 eV. As for the net charge: +2. The calculation puts the largest force on an atom at 0.0194 hartree/bohr. The value obtained for the energy above the lowest of the compared OMol25 structures with the same formula, charge and spin is 8.3 kJ/mol. The energy comes out at -1518.5747 a.u. For the lowest unoccupied orbital energy (alpha / beta), the calculation gives -8.542 / -10.096 eV.

Atoms and positions in Å:
W -0.362 -1.149 1.361
I 1.334 -1.022 3.317
O -1.224 -2.795 1.823
O 0.512 3.056 -2.603
O 1.191 -1.333 0.051
N -1.748 -1.526 -0.327
N 3.406 -0.789 -2.665
N -4.771 -5.179 -0.106
N -2.189 -3.687 1.621
N -0.203 0.827 0.545
C -2.399 0.492 3.286
C 1.829 2.616 -2.851
C 3.307 -2.664 -1.136
C -3.915 -4.474 0.183
C -1.529 0.324 2.207
C -2.856 1.783 3.508
C 1.742 -0.676 -0.899
C 3.018 0.421 -3.010
C -2.870 -3.572 0.524
C 0.424 1.381 -0.426
C -2.454 -2.437 -0.271
C 2.041 1.225 -2.326
C -1.541 2.719 1.676
C -2.437 2.870 2.727
C 2.826 -1.354 -1.615
C 1.388 0.661 -1.245
C -1.130 1.419 1.453
H -2.815 3.855 2.962
H 3.480 0.845 -3.896
H -3.547 1.971 4.319
H 3.947 -3.119 -1.886
H 2.491 -3.329 -0.857
H 2.557 3.269 -2.344
H 2.080 2.643 -3.912
H 0.185 3.554 -3.360
H 0.257 2.434 -0.624
H -1.208 3.569 1.097
H 3.896 -2.506 -0.223
H -2.713 -0.323 3.923